The following is a quantum chemistry calculation of 13 unconnected molecules or ions with the total composition C48H101FO24S6, from the Open Molecules 2025 dataset.

Output
Spin multiplicity: 2
Maximum force: 4.7 eV/A
Charge: -1
Expectation value of S²: 0.760
Lowest unoccupied orbital energy (spin up / spin down): 1.7 / 1.7 eV
Electronic energy: -6183.93933 Eh

```
180
C48H101FO24S6 (ωB97M-V/def2-TZVPD)
C 3.95391 -3.49964 -0.06557
C 3.92458 -2.91704 1.36750
C 3.50751 -1.46085 1.24757
O 2.79600 -1.47810 -0.00503
C 2.74581 -2.78207 -0.62337
H 3.79002 -4.57565 -0.12429
H 4.84362 -3.22222 -0.63086
H 4.85941 -3.07977 1.90388
H 3.19829 -3.50688 1.92669
H 4.42431 -0.87269 1.28824
H 2.78476 -1.26176 2.03882
H 2.65303 -2.61766 -1.69690
H 1.85240 -3.29764 -0.27108
C 1.11531 4.81358 -6.56626
C 1.14120 4.96639 -8.05652
C 1.62116 3.61595 -8.48089
O 0.92601 2.80143 -7.49459
C 0.36061 3.55312 -6.41533
H 0.63705 5.70162 -6.15304
H 2.06802 4.73448 -6.04263
H 1.88000 5.74516 -8.24576
H 0.19527 5.10625 -8.57974
H 2.68747 3.55791 -8.26244
H 1.46020 3.43244 -9.54321
H 0.46234 3.07809 -5.43958
H -0.71985 3.63391 -6.53440
C -0.10516 -4.00539 -3.14019
C -0.29465 -5.51447 -2.87984
C -1.77407 -5.64335 -3.06002
O -2.01676 -4.88797 -4.23613
C -1.22863 -3.71851 -4.13833
H 0.78412 -3.65369 -3.66325
H -0.25306 -3.30708 -2.31642
H 0.04790 -5.75360 -1.87307
H 0.24587 -6.06839 -3.64737
H -2.33960 -5.31384 -2.18842
H -2.00367 -6.70521 -3.14858
H -1.89278 -2.91127 -3.82951
H -0.92995 -3.42311 -5.14413
C 4.16543 1.58886 -3.25157
C 3.11424 1.77756 -4.33836
C 3.14745 0.47036 -5.18649
O 3.74988 -0.51006 -4.21035
C 3.96354 0.11737 -2.91686
H 4.00869 2.26859 -2.41401
H 5.20942 1.69347 -3.54692
H 3.33389 2.65733 -4.94322
H 2.10226 1.93146 -3.96379
H 3.83110 0.57441 -6.02905
H 2.15296 0.13587 -5.48178
H 4.71720 -0.40045 -2.32359
H 3.13462 -0.02000 -2.22252
C -0.95596 4.92160 -1.56228
C 0.21775 4.25673 -0.78901
C 1.34016 4.24593 -1.86441
O 0.61405 4.08562 -3.09215
C -0.83529 4.25226 -2.94425
H -0.69183 5.97098 -1.69321
H -1.91938 4.84368 -1.05845
H 0.04655 3.21607 -0.51366
H 0.51420 4.65594 0.18097
H 2.02688 3.41496 -1.70316
H 1.90819 5.17557 -1.89921
H -1.27627 3.25818 -2.87040
H -1.35526 4.85388 -3.68975
C 5.19799 3.39225 1.28811
C 3.86162 3.90454 0.81055
C 2.87967 2.81577 1.12063
O 3.60884 1.81170 1.80130
C 4.96305 1.83700 1.37466
H 5.48788 3.83233 2.24226
H 5.95980 3.58172 0.53191
H 3.78933 4.13215 -0.25296
H 3.62515 4.79866 1.38738
H 2.41431 2.37475 0.23913
H 2.02784 3.09977 1.73855
H 4.95045 1.29944 0.42652
H 5.64972 1.42408 2.11364
O 5.21252 0.24088 6.60088
S 3.80110 -0.11993 6.69104
O 3.39920 -1.47910 7.07654
O 3.08288 0.92014 7.71706
C 1.70441 0.79648 7.91589
C 1.43351 1.27915 9.33508
C 2.86738 0.30960 5.11899
H 1.35841 -0.22955 7.79078
H 1.21223 1.41408 7.16460
H 0.39753 0.98862 9.50952
H 1.33604 2.36436 9.36529
H 2.15558 0.96406 10.08838
H 3.51933 0.01259 4.29749
H 2.58526 1.36159 5.07644
H 1.98917 -0.33155 5.04298
O -1.87795 -5.36946 0.54267
S -2.15905 -4.91266 1.91100
O -3.02640 -3.76851 2.07970
O -2.79672 -6.16275 2.83901
C -2.92408 -6.01230 4.25159
C -3.37857 -7.41660 4.76948
C -0.52331 -4.54818 2.79772
H -3.67705 -5.23529 4.38347
H -1.95330 -5.68806 4.62649
H -2.66535 -8.13563 4.36648
H -4.39104 -7.65260 4.44190
H -3.40040 -7.51206 5.85507
H 0.15202 -5.39578 2.91433
H -0.78429 -4.05768 3.73548
H -0.06223 -3.73060 2.24358
O -0.29658 -0.35071 -5.58228
S -0.98811 -0.94055 -6.77985
O -0.59386 -2.26444 -7.21383
O -2.66809 -0.96282 -6.52661
C -3.21458 0.10701 -5.79953
C -4.49638 -0.39813 -5.11578
C -0.88507 0.20497 -8.18899
H -3.35349 0.97782 -6.44024
H -2.52537 0.49743 -5.05075
H -5.17171 -0.86999 -5.82949
H -5.07678 0.40687 -4.66498
H -4.25437 -1.22639 -4.44982
H 0.15122 0.13538 -8.51968
H -0.96983 1.20584 -7.76568
H -1.64809 -0.08478 -8.91145
O -7.01454 -3.82722 -1.04961
S -6.07241 -2.69657 -1.20033
O -6.21767 -1.70830 -2.25457
O -5.81951 -1.89881 0.23358
C -5.14213 -0.72417 0.22694
C -4.48833 -0.28277 1.54204
C -4.29179 -3.35767 -1.27324
H -5.89515 0.01744 -0.03968
H -4.46041 -0.70838 -0.62341
H -3.85719 -1.08254 1.92951
H -5.32130 -0.07777 2.21452
H -3.94911 0.66117 1.46250
H -3.84646 -3.61079 -0.31109
H -3.73786 -2.63680 -1.87457
H -4.45779 -4.30673 -1.78297
O -2.08851 -3.78791 6.28713
S -1.88720 -2.37981 6.06252
O -0.97295 -1.90838 5.00965
O -3.39115 -1.69355 5.84818
C -3.50095 -0.60527 4.95696
C -3.17489 0.69367 5.75129
C -1.50222 -1.68895 7.71986
H -4.55561 -0.52951 4.69228
H -2.86903 -0.64415 4.06968
H -3.78305 0.80036 6.64954
H -3.49720 1.55546 5.16688
H -2.14671 0.82369 6.08900
H -1.32384 -0.63590 7.50222
H -0.62055 -2.23523 8.05503
H -2.42602 -1.82508 8.28214
O -2.32222 -0.74607 -2.31273
S -1.52733 0.24691 -1.60080
O -2.11062 1.52527 -1.15016
O -0.90000 -0.45323 -0.22236
C -0.35655 0.22736 0.86262
C -0.08515 -0.71519 2.07873
C 0.04635 0.58051 -2.49028
H -0.96637 1.06838 1.19262
H 0.62360 0.63756 0.61941
H 0.48286 -0.25456 2.88699
H 0.52004 -1.56070 1.75169
H -1.02796 -1.07890 2.48728
H -0.26959 1.04388 -3.42493
H 0.53133 -0.38658 -2.62302
H 0.69552 1.18801 -1.85970
F -0.03166 2.02247 4.78375
C 0.17508 3.18226 4.16168
C 1.29979 3.94900 4.48517
C 1.56006 5.12097 3.82561
C 0.54084 5.60771 2.92050
C -0.58469 4.85253 2.61315
C -0.75346 3.60216 3.24346
H 2.01064 3.69245 5.25670
H 2.45141 5.70324 4.00689
H 0.57154 6.65866 2.67360
H -1.33277 5.27611 1.95943
H -1.61267 2.97605 3.05337
```

Löwdin population analysis, charges in e, atoms 1 to 4:
1 C -0.149
2 C -0.167
3 C -0.176
4 O -0.170